# 1
Here is C36H38FeNO as an isolated structure at a distorted geometry from the Open Molecules 2025 dataset. Energies are from the ωB97M-V functional and the def2-TZVPD basis.

Summary:
**Relative energy (zero: lowest compared OMol25 entry of this formula, charge and spin)**: 0.00 kcal per mole
**Net charge**: -1
**2S+1**: 5
**HOMO level (alpha / beta)**: 0.88 / -5.89 eV
**Orbital gap (alpha / beta)**: 1.5 / 5.3 eV

CARTESIAN COORDINATES (ANGSTROEM)
C (-6.22085, 0.86982, 2.65569)
O (-5.53971, -0.41258, 2.75445)
C (-4.19904, -0.45566, 2.96655)
C (-3.62714, -1.73512, 3.24868)
C (-2.27965, -1.84483, 3.45708)
C (-1.42886, -0.70519, 3.39357)
C (-0.04750, -0.87987, 3.52333)
C (0.91789, 0.18487, 3.63965)
C (1.88308, 0.41852, 4.72301)
C (2.85800, 1.39141, 4.28063)
C (2.53539, 1.76590, 2.91776)
C (1.34846, 1.04112, 2.52919)
Fe (2.78933, -0.18876, 3.08284)
C (2.53489, -1.73565, 1.88778)
C (3.05636, -2.16854, 3.17170)
C (4.29182, -1.45028, 3.42219)
C (4.54062, -0.57424, 2.29433)
C (3.45639, -0.74834, 1.33950)
C (-2.01916, 0.57342, 3.17313)
C (-3.37788, 0.70373, 2.96887)
H (-7.27098, 0.57340, 2.58783)
H (-6.06614, 1.50028, 3.54986)
H (-5.92257, 1.41564, 1.74339)
H (-4.27219, -2.61509, 3.24674)
H (-1.81452, -2.81732, 3.64047)
H (0.30715, -1.89279, 3.68931)
H (1.76120, -0.00169, 5.71982)
H (3.63827, 1.82499, 4.90346)
H (3.04108, 2.51217, 2.31347)
H (0.77538, 1.12249, 1.61071)
H (1.65330, -2.12457, 1.38372)
H (2.64733, -2.95731, 3.79989)
H (4.95167, -1.59463, 4.27389)
H (5.41327, 0.05581, 2.16084)
H (3.37957, -0.28068, 0.36408)
H (-1.36271, 1.44149, 3.12770)
H (-3.79689, 1.69670, 2.76595)
C (2.49612, -4.01489, -3.47684)
C (1.47067, -3.92337, -4.40396)
C (0.77853, -2.70800, -4.61810)
C (-0.27078, -2.60663, -5.55690)
C (-0.92182, -1.39778, -5.75846)
C (-0.53130, -0.25207, -5.04248)
C (0.49287, -0.29584, -4.10310)
C (0.95457, 0.94986, -3.36884)
C (0.35078, 1.03161, -1.96845)
C (0.70815, 2.28157, -1.17013)
C (-0.58203, 3.10575, -0.92350)
C (-1.22240, 3.43802, -2.29534)
C (-1.61260, 2.14116, -2.97379)
N (-1.10763, 0.96501, -2.14181)
C (-1.85414, 0.95943, -0.86572)
C (-1.61365, 2.26710, -0.13339)
C (1.16484, -1.53702, -3.85704)
C (2.19090, -1.67618, -2.90117)
C (2.85635, -2.88260, -2.71753)
H (3.02796, -4.95660, -3.33460)
H (1.17470, -4.78889, -4.99463)
H (-0.55540, -3.49371, -6.12658)
H (-1.73617, -1.32271, -6.47803)
H (-1.04108, 0.69268, -5.24409)
H (2.04949, 0.95548, -3.26985)
H (0.65804, 1.86340, -3.91545)
H (0.66509, 0.14895, -1.39140)
H (1.21827, 1.98337, -0.24086)
H (1.40816, 2.89930, -1.73511)
H (-0.34725, 4.01832, -0.37081)
H (-2.12639, 4.04793, -2.16435)
H (-0.49992, 3.98932, -2.90951)
H (-2.70771, 2.03833, -2.99785)
H (-1.23384, 2.11064, -4.00228)
H (-2.91523, 0.84911, -1.14229)
H (-1.57263, 0.09067, -0.25137)
H (-1.32199, 2.07974, 0.90981)
H (-2.56540, 2.81153, -0.09533)
H (2.47922, -0.82135, -2.29790)
H (3.66001, -2.94926, -1.98196)

Mulliken atomic charges, in units of e: -2.64, 0.57, 2.22, -0.46, -1.13, 1.15, -1.81, 1.22, -0.56, -0.78, -1.09, 1.42, -0.03, -0.37, -1.07, -0.78, -1.13, -0.09, -1.42, 0.17, 0.50, 0.40, 0.35, 0.27, 0.25, 0.31, 0.48, 0.51, 0.47, 0.16, 0.54, 0.51, 0.48, 0.50, 0.52, 0.48, -0.65, -0.51, -0.70, 0.77, -0.87, -0.88, -0.45, 0.81, -2.27, 0.68, -1.31, 0.04, -1.52, -0.83, 0.18, -1.45, -0.15, 0.86, -0.51, -0.88, 0.37, 0.35, 0.34, 0.41, 0.15, 0.64, 0.83, 0.70, -0.24, 0.74, 1.11, 0.93, 0.29, 0.44, 0.04, 0.33, 0.42, -0.76, 0.84, 0.15, 0.42


# 2
Here is C36H38IN5O5STi as an isolated structure at a distorted geometry from the Open Molecules 2025 dataset. Energies are from the ωB97M-V functional and the def2-TZVPD basis.

Summary:
**2S+1**: 3
**HOMO level (alpha / beta)**: -7.24 / -8.53 eV
**Orbital gap (alpha / beta)**: 7.6 / 7.4 eV

CARTESIAN COORDINATES (ANGSTROEM)
Ti (0.40890, -1.37189, 0.11540)
C (-1.16253, 5.14076, 0.43195)
C (-1.05433, 3.96460, -0.49545)
C (-1.41857, 4.29239, -1.92112)
O (-1.89649, 2.90713, -0.03832)
C (-1.10871, 1.77888, 0.31501)
C (0.22222, 2.05064, -0.42754)
O (0.27414, 3.46941, -0.42602)
C (1.51688, 1.46298, 0.18169)
O (1.45186, 0.05693, -0.05758)
C (2.79288, 1.97195, -0.50881)
C (4.01515, 1.55143, 0.01823)
C (5.21021, 1.89858, -0.59107)
C (5.20307, 2.66771, -1.75275)
C (3.99335, 3.07825, -2.29044)
C (2.79158, 2.73257, -1.67184)
C (1.58965, 1.79760, 1.68445)
C (1.31177, 0.87291, 2.68109)
C (1.34818, 1.22796, 4.02537)
C (1.66435, 2.52536, 4.39376)
C (1.95320, 3.46283, 3.40758)
C (1.91903, 3.10162, 2.06626)
C (-1.87894, 0.47746, -0.02888)
O (-1.12943, -0.60587, 0.53456)
C (-2.02647, 0.35146, -1.56177)
C (-3.08958, 0.99281, -2.19574)
C (-3.24499, 0.92998, -3.57541)
C (-2.33873, 0.21959, -4.35324)
C (-1.25910, -0.40081, -3.74180)
C (-1.10510, -0.32593, -2.36369)
C (-3.26700, 0.42441, 0.63321)
C (-3.68789, 1.32167, 1.60523)
C (-4.91585, 1.14489, 2.24414)
C (-5.72865, 0.06894, 1.91962)
C (-5.30752, -0.83933, 0.95067)
C (-4.08537, -0.66358, 0.32297)
H (-2.16462, 5.57293, 0.37910)
H (-0.42634, 5.89913, 0.15042)
H (-0.96026, 4.81423, 1.45485)
H (-2.45610, 4.63673, -1.96899)
H (-1.32118, 3.39987, -2.54553)
H (-0.75948, 5.07740, -2.30292)
H (-0.92378, 1.76076, 1.38373)
H (0.15529, 1.66985, -1.44055)
H (4.02264, 0.93248, 0.91133)
H (6.15004, 1.57430, -0.15769)
H (6.13477, 2.93846, -2.23555)
H (3.97606, 3.67221, -3.19594)
H (1.85928, 3.08215, -2.09925)
H (1.06965, -0.12580, 2.42881)
H (1.12503, 0.48544, 4.78483)
H (1.69541, 2.80407, 5.44149)
H (2.21151, 4.48051, 3.68333)
H (2.14651, 3.83514, 1.30139)
H (-3.79757, 1.55797, -1.59933)
H (-4.08140, 1.43855, -4.04416)
H (-2.46699, 0.15863, -5.42955)
H (-0.52512, -0.93506, -4.33543)
H (-0.23554, -0.78276, -1.93261)
H (-3.07901, 2.18177, 1.86106)
H (-5.22895, 1.85241, 3.00409)
H (-6.68309, -0.06471, 2.41654)
H (-5.93383, -1.68587, 0.68808)
H (-3.75285, -1.37809, -0.42381)
C (2.95633, -7.44542, 0.62564)
C (3.46715, -6.06903, 0.39552)
N (4.68909, -5.73543, 0.14728)
N (4.61202, -4.36522, 0.00401)
C (3.40384, -3.84883, 0.17153)
S (2.95866, -2.21718, 0.06159)
N (2.65916, -4.94308, 0.42347)
N (1.30039, -4.86941, 0.72865)
H (3.78752, -8.14329, 0.55933)
H (2.20235, -7.70720, -0.11970)
H (2.49427, -7.53654, 1.61178)
H (5.43422, -3.83417, -0.21320)
H (0.72911, -5.00765, -0.09213)
H (1.04977, -5.55043, 1.42489)
N (-2.19436, -3.66853, -1.40931)
C (-1.33700, -3.42467, -0.41082)
O (-0.13508, -2.99905, -0.76484)
C (-1.70695, -3.67383, 0.91365)
I (-1.50681, -6.42329, 0.92656)
H (-1.82322, -3.66779, -2.34066)
H (-2.97934, -4.27022, -1.22198)
H (-2.75297, -3.76574, 1.17264)
H (-1.01932, -3.42299, 1.69860)

Mulliken atomic charges, in units of e: 0.38, -1.78, 1.15, -1.63, -0.34, -1.18, -1.60, -0.26, 2.23, -0.04, -0.30, -0.36, -0.93, -0.54, -0.96, -0.12, -0.53, -0.12, -0.93, -0.57, -0.97, -0.24, 2.46, -0.26, -0.24, -0.10, -0.93, -0.73, -1.66, 0.21, -0.61, -0.42, -0.96, -0.58, -0.99, -0.15, 0.38, 0.36, 0.41, 0.41, 0.28, 0.36, 1.84, 1.80, 0.45, 0.42, 0.40, 0.44, 0.45, 0.45, 0.45, 0.41, 0.44, 0.46, 0.53, 0.45, 0.42, 0.54, 1.09, 0.43, 0.43, 0.41, 0.43, 0.43, -1.21, 0.84, -0.86, 0.26, 0.20, -0.31, 0.16, -0.69, 0.36, 0.28, 0.32, 0.16, 0.26, 0.29, -0.28, 1.35, -1.05, -1.85, -0.29, 0.27, 0.27, 0.42, 0.39


no.,calculated total energy (Ha)
1,-2788.05590
2,-3590.04305